This record from the Open Molecules 2025 dataset describes C4H8FNO in the gas phase in a non-equilibrium geometry. The level of theory is ωB97M-V/def2-TZVPD.

Each line ends with the natural charge from an NBO analysis.
Atoms and positions in Å:
F -0.56480 -1.09016 1.41285  -0.29
O -2.68373 0.88451 -0.05626  -0.49
N 0.10309 -1.19190 0.16791  -0.03
C -0.39511 0.14988 -0.60453  -0.19
C -1.92693 0.04816 -0.40284  0.46
C 1.47809 -1.23948 0.41032  -0.45
C 0.14916 1.44755 -0.05105  -0.68
H 1.77083 -1.29351 -0.66941  0.22
H -0.60950 2.29604 -0.34466  0.25
H 0.41848 1.52064 1.09171  0.24
H 2.04861 -0.42998 1.02171  0.19
H 1.75621 -2.17783 0.95462  0.22
H -2.25952 -0.90525 -0.56974  0.11
H -0.23470 0.13688 -1.63832  0.22
H 0.94983 1.84446 -0.72231  0.22

Values from the calculation:
structure (SMILES): C[C@H](C=O)N(C)F
relative energy (zero: lowest compared OMol25 entry of this formula, charge and spin): 332.4 kJ/mol
multiplicity: 1

This record from the Open Molecules 2025 dataset describes an isolated ion of composition C3H8NO and charge -1 in a non-equilibrium geometry. The level of theory is ωB97M-V/def2-TZVPD.

Each line ends with the natural charge from an NBO analysis.
Atoms and positions in Å:
O -1.80634 0.60975 -0.57773  -0.94
N -0.23717 -0.75006 1.28973  -0.88
C -0.51966 0.41221 -0.97253  0.00
C 0.43721 0.14706 0.29403  -0.09
C 1.90974 -0.27188 -0.02193  -0.61
H -0.21278 -0.66136 -1.50303  0.00
H 1.95591 -1.38997 0.19016  0.20
H -1.15831 -0.22128 1.48849  0.38
H 2.79618 0.14208 0.72576  0.17
H 0.33631 1.19203 0.88864  0.15
H 2.20546 -0.12318 -0.97258  0.19
H -0.07467 1.17461 -1.69258  0.09
H -0.70093 -1.46486 0.67141  0.34

Values from the calculation:
structure (SMILES): C[C@H](N)C[O-]
net charge: -1
relative energy (zero: lowest compared OMol25 entry of this formula, charge and spin): 116.6 kJ/mol
multiplicity: 1

This record from the Open Molecules 2025 dataset describes C9H21AgF2N3O3 as an isolated structure in a non-equilibrium geometry. The level of theory is ωB97M-V/def2-TZVPD.

Each line ends with the natural charge from an NBO analysis.
Atoms and positions in Å:
Ag 0.42839 1.69298 1.37151  0.92
F -1.47795 2.49582 2.18913  -0.94
F 1.76151 3.51732 1.42896  -0.96
O 1.30304 0.99765 3.82894  -0.57
O 1.48908 0.37293 -0.38540  -0.61
O 0.15660 3.15901 -1.25585  -0.54
N -1.73404 2.10139 -1.95454  -0.46
N 0.39133 -1.28667 -1.47328  -0.44
N 1.52022 -1.14733 3.11356  -0.45
C 2.64345 -0.87882 2.24562  -0.42
C 1.39656 -0.39528 -1.31018  0.54
C 0.96395 -0.16018 3.86544  0.53
C -2.43041 2.23665 -0.67848  -0.43
C 0.96346 -2.47788 3.09148  -0.39
C -2.38397 1.43677 -3.02487  -0.39
C -0.66086 -1.42733 -0.51292  -0.43
C -0.46857 2.61119 -2.11621  0.52
C 0.35933 -2.21736 -2.59747  -0.40
H 0.44447 -2.64222 2.13817  0.18
H -3.45140 1.70395 -3.07405  0.19
H -1.62000 -1.48209 -1.04199  0.19
H 0.23566 -0.54443 4.59938  0.10
H -2.28593 1.37352 -0.02097  0.21
H -0.47543 -1.95889 -3.26336  0.19
H 0.16050 -3.22273 -2.22127  0.19
H 1.71322 -3.26341 3.22302  0.18
H 3.55220 -1.26688 2.71976  0.18
H -1.97582 1.64734 -4.01373  0.20
H 0.25136 -2.58832 3.90956  0.20
H 2.15940 -0.44890 -2.10371  0.11
H -2.03467 3.06016 -0.08536  0.29
H 2.73863 0.19107 2.08220  0.27
H 1.26855 -2.18482 -3.18920  0.21
H -0.74908 -0.54337 0.11721  0.25
H 2.48329 -1.39065 1.29689  0.19
H -2.42172 0.33703 -2.91581  0.16
H -0.15331 2.57065 -3.18133  0.08
H -0.56767 -2.32710 0.10137  0.18
H -3.49340 2.34925 -0.90224  0.17

Values from the calculation:
net charge: -1
relative energy (zero: lowest compared OMol25 entry of this formula, charge and spin): 10.1 kJ/mol
multiplicity: 1

This record from the Open Molecules 2025 dataset describes C7H9O5PPb as an isolated structure in a non-equilibrium geometry. The level of theory is ωB97M-V/def2-TZVPD.

Each line ends with the Löwdin charge.
Atoms and positions in Å:
Pb -0.30843 -0.00148 -0.10604  1.15
P -0.31943 0.63342 3.19225  0.63
O -0.23269 -0.42650 2.12936  -0.48
O 0.01277 3.16557 0.04850  0.22
O 0.01069 -3.16237 -0.03027  0.24
O -2.70533 0.00150 -3.23647  0.13
O 3.11406 0.00474 -0.54666  0.23
C -1.97317 -0.00971 -2.36637  -0.05
C 1.22794 1.60839 3.18116  -0.13
C 1.93006 0.00463 -0.35260  0.06
C -1.86713 1.56974 2.93081  -0.13
C -0.40852 -0.43297 4.65073  -0.13
C -0.03026 1.98340 0.00852  -0.23
C -0.03117 -1.97115 -0.05449  -0.17
H 1.36202 2.21027 2.26041  0.04
H 1.23277 2.30038 4.03362  0.08
H -1.86383 2.15556 1.98954  0.05
H 0.49354 -1.07012 4.72572  0.09
H -0.48271 0.17268 5.55774  0.07
H -2.02384 2.26686 3.76355  0.08
H -1.28612 -1.10408 4.59855  0.09
H 2.11159 0.94363 3.27347  0.09
H -2.73761 0.88102 2.89009  0.09

Values from the calculation:
net charge: +2
relative energy (zero: lowest compared OMol25 entry of this formula, charge and spin): 0.0 kJ/mol
multiplicity: 1